Record 1
# C4H7NO

An isolated molecule of C4H7NO (ωB97M-V/def2-TZVPD, the Open Molecules 2025 dataset).

highest occupied orbital energy: -0.305 Ha
frontier orbital gap: 9.287 eV
largest force on an atom: 0.0086 Eh/bohr
electronic energy: -286.41991 Ha

Structure (ORCA input):
```
! wB97M-V def2-TZVPD RIJCOSX def2/J DEFGRID3
* xyz 0 1
C -1.78657 -0.11682 0.24386
N -0.79462 1.30147 0.29445
C -0.42074 0.37856 -0.56990
C 0.85262 -0.44061 -0.41210
C 1.95484 0.18472 0.32260
O 1.19830 -0.87326 0.88838
H -1.47833 -1.13392 0.50870
H -2.61598 -0.07344 -0.46205
H -2.02924 0.35482 1.20273
H -0.74881 0.40528 -1.63128
H 1.07655 -1.15358 -1.20891
H 2.98506 -0.04561 0.05399
H 1.76664 1.15779 0.77433
*
```



Record 2
# C47H46F5NO6PPtSTe

C47H46F5NO6PPtSTe as an isolated structure at a distorted geometry (ωB97M-V/def2-TZVPD, the Open Molecules 2025 dataset).

highest occupied orbital energy (spin up / spin down): -0.093 / -0.093 Ha
frontier orbital gap (spin up / spin down): 6.286 / 5.257 eV
⟨S²⟩: 3.775
largest force on an atom: 0.0731 Eh/bohr
electronic energy: -3950.88098 Ha

Structure (ORCA input):
```
! wB97M-V def2-TZVPD RIJCOSX def2/J DEFGRID3
* xyz -2 4
Pt 14.78854 12.95292 9.37783
O 19.53033 12.11597 10.70453
S 18.10773 11.98864 10.31507
O 17.75234 12.63382 9.11992
O 17.17282 12.27244 11.39044
C 17.82497 10.26176 10.02148
C 18.99308 9.47971 9.98114
C 18.85877 8.11294 9.85479
C 17.64062 7.51976 9.64343
C 16.45476 8.27966 9.61692
C 16.56550 9.66016 9.76058
P 15.01043 10.74007 9.95294
C 14.34345 10.29073 11.58518
C 12.99132 10.05526 11.94478
C 12.58916 9.77924 13.20079
C 13.52770 9.69556 14.25542
C 14.91091 9.89668 13.91446
C 15.24790 10.20151 12.61854
C 13.96445 9.85890 8.81320
C 13.97240 10.33391 7.49056
C 13.03393 9.77232 6.62109
C 12.13328 8.77487 7.00075
C 12.26331 8.20202 8.23128
C 13.23932 8.73973 9.09369
H 19.96092 9.92163 10.18307
H 19.81132 7.51544 9.89830
H 17.56985 6.44146 9.49555
H 15.51541 7.79499 9.54174
H 12.26102 10.21302 11.20389
H 11.56300 9.49794 13.37821
H 13.28138 9.41179 15.27630
H 15.62589 9.75611 14.71497
H 16.31928 10.43137 12.41635
H 14.43504 11.20595 7.11701
H 13.03932 10.13345 5.62062
H 11.37318 8.47713 6.21083
H 11.53363 7.51437 8.58243
H 13.25178 8.37164 10.07816
C 10.77310 12.22659 8.54836
C 11.71859 13.37237 8.65608
O 11.30657 14.53418 8.75060
N 13.02288 12.97468 8.61075
Te 13.10600 13.09490 13.50761
C 11.12208 13.39282 14.31310
C 9.98419 12.94331 13.59824
C 10.05272 12.07753 12.37210
C 8.72673 13.23512 14.09658
C 8.47840 13.86966 15.29491
C 7.06158 14.12850 15.83297
C 9.62914 14.29637 15.99388
C 10.93322 14.09760 15.49643
C 11.98875 14.82571 16.22955
C 13.66534 15.10762 13.21068
C 14.98455 15.40768 13.65604
C 15.99930 14.34191 13.90408
C 15.40468 16.74587 13.61820
C 14.55077 17.72599 13.10219
C 15.07824 19.14996 13.06567
C 13.33592 17.35900 12.58045
C 12.83306 16.06592 12.69778
C 11.48049 15.72413 12.13364
H 9.90154 12.33192 9.15481
H 11.36668 11.31206 8.75288
H 10.43455 12.21798 7.49294
H 11.00392 12.23372 11.81732
H 9.30857 12.26416 11.62124
H 9.99262 11.00692 12.63324
H 7.86766 12.91842 13.53795
H 7.11521 14.80372 16.68112
H 6.68896 13.19680 16.26828
H 6.37717 14.55709 15.10476
H 9.54433 14.94777 16.86367
H 11.74262 14.72420 17.35266
H 11.97809 15.93754 16.07095
H 13.00267 14.49678 16.03778
H 15.96170 13.61697 13.07623
H 15.76686 13.74760 14.79303
H 16.97265 14.73625 14.01600
H 16.46797 16.95497 13.77819
H 14.71538 19.73916 12.22251
H 16.17624 19.11798 12.98537
H 14.83930 19.63805 13.98108
H 12.80324 18.12740 12.11374
H 11.23046 16.54963 11.47432
H 10.64857 15.64687 12.82805
H 11.53345 14.78269 11.58372
C 15.32339 16.97106 8.27794
C 16.02262 15.63012 8.66525
C 17.41086 15.93416 9.14082
O 15.36008 14.88629 9.61658
H 15.90596 17.57267 7.57603
H 15.26337 17.41572 9.25287
H 14.28680 16.70559 7.93406
H 16.16204 15.07752 7.73843
H 17.32288 16.49839 10.11123
H 18.05291 16.48309 8.41718
H 17.87251 14.92137 9.24580
F 5.31268 7.04080 11.22478
C 6.64230 7.27826 11.39609
C 7.26168 8.20643 10.58985
F 6.54538 8.75237 9.61047
C 8.57558 8.49804 10.76113
F 9.12995 9.45748 10.03292
C 9.35769 7.86332 11.77995
O 10.55514 8.15877 12.02494
C 8.68331 6.82739 12.50559
F 9.33019 6.25831 13.47187
C 7.36202 6.54219 12.30786
F 6.70653 5.64285 13.10511
*
```



Record 3
# C6H10N

An isolated ion of composition C6H10N and charge +1 at a distorted geometry (ωB97M-V/def2-TZVPD, the Open Molecules 2025 dataset).

highest occupied orbital energy: -0.487 Ha
frontier orbital gap: 9.118 eV
structure (SMILES): C=C=C=C([NH3+])CC
largest force on an atom: 0.1030 Eh/bohr
electronic energy: -288.97430 Ha

Structure (ORCA input):
```
! wB97M-V def2-TZVPD RIJCOSX def2/J DEFGRID3
* xyz 1 1
C -3.80103 -0.12173 0.18121
C -2.51768 -0.08525 -0.02031
C -1.24972 -0.16814 -0.04374
C 0.05962 0.09504 -0.14262
N 0.33875 1.51440 0.09406
C 1.27170 -0.72202 -0.64808
C 2.39043 -0.84109 0.40834
H -4.48040 0.80392 0.05552
H -4.37016 -0.97220 0.04404
H 1.12292 1.87707 -0.50635
H 0.93386 1.60330 0.95260
H -0.55256 2.00194 0.28723
H 1.54789 -0.43435 -1.61865
H 1.02421 -1.80471 -0.64966
H 2.30399 -1.11227 1.47294
H 3.07604 -0.00937 0.22537
H 2.90212 -1.62455 -0.09190
*
```



Record 4
# C3H4O2S

C3H4O2S as an isolated structure at a distorted geometry (ωB97M-V/def2-TZVPD, the Open Molecules 2025 dataset).

highest occupied orbital energy: -0.391 Ha
frontier orbital gap: 11.359 eV
largest force on an atom: 0.1474 Eh/bohr
electronic energy: -665.27132 Ha

Structure (ORCA input):
```
! wB97M-V def2-TZVPD RIJCOSX def2/J DEFGRID3
* xyz 0 1
C 1.12691 -0.05380 -0.40865
C 0.13962 0.08637 -1.29600
C 0.43095 -0.07398 0.94975
O -2.02615 1.20022 0.24461
O -1.72522 -1.30652 0.02341
S -1.16798 -0.05006 0.04601
H 2.17247 -0.22940 -0.42385
H 0.18159 0.44225 -2.22514
H 0.50405 -0.91769 1.64804
H 0.36375 0.90261 1.44183
*
```



Record 5
# C22H20F2NO6S

A 2-piece molecular cluster, C22H20F2NO6S overall at a distorted geometry (ωB97M-V/def2-TZVPD, the Open Molecules 2025 dataset).

highest occupied orbital energy: -0.120 Ha
frontier orbital gap: 4.951 eV
largest force on an atom: 0.0451 Eh/bohr
electronic energy: -1954.52425 Ha

Structure (ORCA input):
```
! wB97M-V def2-TZVPD RIJCOSX def2/J DEFGRID3
* xyz -1 1
C -0.37179 -0.78043 -4.07213
C 0.21584 0.57104 -3.81100
O 0.37863 0.56941 -2.35911
C 0.88734 1.70311 -1.83913
C 1.33274 1.61686 -0.43399
C 0.79345 0.61102 0.48513
O 1.26850 0.33273 1.58678
O -0.26812 -0.10580 0.04294
C -0.53867 -1.15937 0.98154
C -1.57227 -2.05315 0.36369
C 2.63552 2.14425 -0.17965
C 3.17547 2.21963 1.13250
C 4.48953 2.61652 1.35013
C 5.35949 2.85612 0.27604
C 4.84342 2.83103 -1.02299
C 3.50051 2.54220 -1.24239
O 0.97639 2.72767 -2.51828
H -0.58970 -0.92133 -5.12857
H 0.35160 -1.54639 -3.75303
H -1.30615 -0.91114 -3.50710
H 1.21178 0.69059 -4.27133
H -0.44511 1.39742 -4.12783
H 0.38160 -1.73649 1.16204
H -0.88063 -0.71605 1.93263
H -1.92346 -2.76779 1.11125
H -2.43820 -1.50594 -0.02084
H -1.12575 -2.64435 -0.44617
H 2.52607 1.91375 1.95271
H 4.85799 2.73101 2.36994
H 6.41990 3.08953 0.43790
H 5.47986 3.03008 -1.88578
H 3.09710 2.61658 -2.25104
F -4.28281 7.63687 3.85534
C -4.36909 6.73386 2.79856
F -4.30826 7.43450 1.62361
S -2.91574 5.65854 2.97086
N -3.22351 4.47818 1.72495
C -2.07025 3.90161 1.15477
O -0.92148 4.07691 1.52713
C -2.62384 3.00376 0.11964
C -3.99137 2.84370 0.27755
C -4.66450 1.88414 -0.49068
C -3.91136 1.14669 -1.43248
C -2.53435 1.38210 -1.60936
C -1.88535 2.32822 -0.82540
C -4.43914 3.82624 1.33647
O -5.55999 4.04455 1.77272
H -5.29568 6.14050 2.85995
H -5.73535 1.71458 -0.35452
H -4.38966 0.38098 -2.04952
H -1.96489 0.84301 -2.36072
H -0.84644 2.62055 -0.94222
*
```



Record 6
# C43H55N5P2S2Si2Tl

C43H55N5P2S2Si2Tl as an isolated structure (ωB97M-V/def2-TZVPD, the Open Molecules 2025 dataset).

highest occupied orbital energy: -0.130 Ha
frontier orbital gap: 5.759 eV
largest force on an atom: 0.0106 Eh/bohr
electronic energy: -4176.04646 Ha

Structure (ORCA input):
```
! wB97M-V def2-TZVPD RIJCOSX def2/J DEFGRID3
* xyz -1 1
Tl -0.82646 -0.18999 0.59727
C -0.35457 -3.59764 -3.68276
Si -0.49990 -3.08348 -1.89641
C -0.04974 -4.56410 -0.83131
C -3.42540 -1.01620 -2.62370
N 0.20205 -1.62215 -1.53295
P 1.65496 -1.12686 -1.03643
C 1.74255 -0.35192 0.44236
P 1.81276 1.23420 0.96337
N 0.46554 2.08700 0.80341
Si -0.15926 3.40997 -0.03957
C 0.92259 4.21034 -1.35830
C -1.74857 2.89781 -0.91776
C -0.65839 4.78135 1.15896
C 3.24065 2.26499 0.43292
C 4.21941 1.76780 -0.41081
C 5.25237 2.57890 -0.86705
C 5.32903 3.89873 -0.45253
C 4.36788 4.40469 0.41671
C 3.32773 3.59657 0.84387
C 2.14104 1.14650 2.78481
C 1.23770 0.42152 3.56164
C 1.36792 0.33010 4.93649
C 2.43421 0.95225 5.57673
C 3.36019 1.65186 4.81965
C 3.21321 1.74762 3.43900
C 2.77199 -2.58680 -1.00163
C 3.35136 -2.98227 0.19767
C 4.14187 -4.12430 0.25501
C 4.37313 -4.87161 -0.89098
C 3.81216 -4.47407 -2.09961
C 3.01360 -3.34200 -2.14884
C 2.29548 -0.21732 -2.50778
C 3.61611 -0.26266 -2.94946
C 4.04327 0.53230 -4.00437
C 3.15716 1.39959 -4.62710
C 1.83730 1.45349 -4.19909
C 1.41303 0.64693 -3.15377
H -1.00742 -4.43402 -3.93771
H 0.68125 -3.91733 -3.83310
H -0.54861 -2.76926 -4.36547
H -0.89724 -5.24897 -0.74705
H 0.25157 -4.25619 0.17345
H 0.79100 -5.11144 -1.26143
H -4.13294 -0.70218 -3.39112
H -2.41190 -0.73320 -2.92973
H -3.65699 -0.49854 -1.69000
H 1.51369 3.47309 -1.90703
H 1.61787 4.93228 -0.92915
H 0.28595 4.73865 -2.07513
H -1.55136 2.12801 -1.67186
H -2.22701 3.74264 -1.42214
H -2.46444 2.48000 -0.20808
H 0.21153 5.14342 1.71443
H -1.37846 4.39731 1.88772
H -1.11078 5.63577 0.64627
H 4.17087 0.72900 -0.69734
H 5.99555 2.17648 -1.54516
H 6.13371 4.53452 -0.80195
H 4.42578 5.43440 0.74958
H 2.55982 4.00067 1.49497
H 0.41449 -0.09057 3.08141
H 0.63509 -0.23110 5.50510
H 2.54417 0.88326 6.65245
H 4.20571 2.12964 5.30089
H 3.96418 2.28602 2.87513
H 3.16454 -2.36872 1.07285
H 4.58130 -4.42900 1.19733
H 4.98924 -5.76165 -0.84596
H 3.99799 -5.04700 -3.00028
H 2.57842 -3.03039 -3.09336
H 4.32285 -0.92825 -2.46568
H 5.07348 0.47829 -4.33665
H 3.49205 2.02957 -5.44207
H 1.13798 2.12852 -4.67763
H 0.37712 0.66982 -2.83205
S -4.32417 -2.77662 0.06922
C -2.66472 -2.91254 -0.28239
N -2.31191 -2.88366 -1.52763
C -3.54396 -2.53900 -2.44527
C -3.56924 -3.26240 -3.75059
C -4.63549 -3.99623 -4.16291
C -5.78313 -4.24667 -3.36849
C -5.74905 -3.77657 -2.06878
C -4.71995 -2.96842 -1.62213
H -1.94454 -3.01513 0.52105
H -2.72917 -3.11414 -4.41675
H -4.58909 -4.43260 -5.15658
H -6.60847 -4.83698 -3.73868
H -6.52894 -4.05370 -1.36518
C -1.70107 1.99331 6.01727
C -1.79035 2.13494 4.50579
N -2.99169 1.53178 3.93957
C -3.10740 0.22395 3.63167
S -1.85626 -0.87731 3.83714
N -4.28037 -0.17149 3.09403
C -5.40227 0.67976 2.73912
C -5.17402 1.51404 1.48525
H -0.82279 2.52340 6.38920
H -1.61090 0.94144 6.28797
H -2.58638 2.40768 6.50556
H -0.93380 1.66448 4.02856
H -1.79515 3.18574 4.21188
H -3.82359 2.09752 3.92834
H -4.28212 -1.13242 2.78969
H -5.65800 1.31952 3.59032
H -6.25684 0.01925 2.59392
H -4.30394 2.16043 1.59269
H -6.04517 2.13836 1.27821
H -5.00205 0.86554 0.62684
*
```